Below is a molecular structure, C52H64N2O4S2, with properties calculated with ωB97M-V/def2-TZVPD.

Geometry (Å):
C  0.875  -3.934  1.823
C  1.352  -3.218  0.720
C  1.489  -1.829  0.787
C  1.101  -1.141  1.941
S  1.384  0.640  2.085
C  0.050  1.824  1.640
C  0.109  3.215  1.934
S  -1.108  0.954  0.526
C  -2.187  -0.285  1.315
C  -2.116  -1.650  0.998
C  -2.885  -2.576  1.714
C  -3.826  -2.132  2.646
C  -4.021  -0.760  2.830
C  -3.210  0.161  2.155
O  -2.011  1.913  -0.076
O  -0.226  0.177  -0.339
O  1.647  0.904  3.489
O  2.444  0.802  1.099
C  0.712  -1.862  3.073
C  0.571  -3.251  3.004
H  0.756  -5.019  1.769
H  1.631  -3.736  -0.201
H  1.896  -1.288  -0.064
H  -0.774  3.764  1.551
H  0.214  3.377  3.042
H  -1.454  -1.996  0.201
H  -2.755  -3.646  1.525
H  -4.426  -2.851  3.208
H  -4.810  -0.399  3.490
H  -3.372  1.234  2.263
H  0.512  -1.326  3.999
H  0.233  -3.799  3.886
C  -1.332  5.798  2.994
C  -2.209  6.351  1.878
C  -3.676  6.066  2.241
C  -2.071  7.874  1.851
C  -1.831  5.692  0.510
C  -2.648  4.640  0.078
C  -2.755  4.343  -1.270
C  -1.994  5.077  -2.173
C  -0.876  5.818  -1.748
C  0.082  6.272  -2.897
C  1.547  6.274  -2.501
C  -0.346  7.653  -3.407
C  0.019  5.306  -4.088
C  -0.766  6.087  -0.358
N  0.403  6.714  0.218
C  0.723  8.136  -0.014
C  2.094  8.302  0.576
N  2.302  7.063  1.361
C  3.479  7.121  2.236
C  3.449  7.957  3.395
C  2.287  8.835  3.965
C  2.269  8.785  5.504
C  0.905  8.383  3.554
C  2.515  10.308  3.593
C  4.606  8.073  4.166
C  5.684  7.219  3.991
C  5.735  6.458  2.835
C  4.738  6.558  1.860
C  5.222  6.152  0.434
C  6.166  4.937  0.493
C  6.015  7.321  -0.177
C  4.086  5.768  -0.483
C  1.317  6.128  1.066
C  1.303  4.669  1.326
C  2.406  4.283  2.249
C  2.463  4.795  3.554
C  3.448  4.310  4.411
C  4.286  3.267  4.018
C  4.172  2.724  2.733
C  3.260  3.270  1.828
H  -0.276  5.835  2.700
H  -1.458  6.390  3.914
H  -1.579  4.757  3.226
H  -4.331  6.331  1.401
H  -3.836  5.016  2.518
H  -3.968  6.683  3.104
H  -2.561  8.304  0.967
H  -2.543  8.303  2.751
H  -1.024  8.179  1.875
H  -3.258  4.073  0.782
H  -3.439  3.574  -1.630
H  -2.236  4.983  -3.224
H  1.854  5.296  -2.111
H  2.165  6.496  -3.384
H  1.786  7.041  -1.769
H  -1.319  7.586  -3.909
H  -0.443  8.395  -2.607
H  0.387  8.029  -4.134
H  -0.926  5.372  -4.634
H  0.813  5.554  -4.803
H  0.178  4.273  -3.760
H  0.677  8.362  -1.084
H  -0.017  8.799  0.459
H  2.885  8.381  -0.190
H  2.221  9.204  1.194
H  3.107  9.324  5.956
H  1.350  9.261  5.873
H  2.279  7.751  5.863
H  0.782  8.377  2.476
H  0.690  7.379  3.935
H  0.146  9.068  3.963
H  2.553  10.486  2.513
H  1.701  10.923  4.003
H  3.459  10.670  4.015
H  4.668  8.823  4.961
H  6.510  7.199  4.706
H  6.619  5.839  2.667
H  5.723  4.131  1.096
H  6.335  4.555  -0.527
H  7.144  5.222  0.900
H  5.400  8.228  -0.268
H  6.888  7.560  0.447
H  6.374  7.042  -1.178
H  3.468  6.633  -0.717
H  4.464  5.375  -1.440
H  3.464  4.996  -0.014
H  1.257  4.134  0.340
H  1.699  5.510  3.882
H  3.522  4.729  5.420
H  5.056  2.881  4.705
H  4.749  1.851  2.440
H  3.172  2.881  0.810

Orbital gap (eV): 7.044
Energy above the lowest of the compared OMol25 structures with the same formula, charge and spin (kcal per mole): 57.9

***

Below is 5 unconnected molecules or ions with the total composition C22H37F9N2O7S, with properties calculated with ωB97M-V/def2-TZVPD.

Geometry (Å):
O  -1.618  -3.296  -3.211
C  -1.626  -2.346  -2.530
N  -1.669  -1.365  -1.813
N  -0.980  -0.220  -2.367
C  -1.760  0.457  -3.329
O  -1.814  0.094  -4.471
O  -2.379  1.591  -2.917
C  -3.265  1.437  -1.812
C  -4.706  1.516  -2.264
C  -5.301  0.197  -2.698
F  -5.755  0.340  -3.959
F  -4.411  -0.784  -2.740
C  -6.565  -0.235  -1.912
F  -7.315  0.818  -1.678
F  -7.274  -1.054  -2.659
S  -6.230  -1.143  -0.280
F  -6.778  0.046  0.587
F  -7.670  -1.749  -0.314
F  -5.678  -2.349  -1.090
F  -4.797  -0.505  -0.184
F  -5.939  -1.932  1.030
H  -0.745  0.376  -1.586
H  -3.090  2.258  -1.142
H  -3.064  0.539  -1.254
H  -4.737  2.173  -3.109
H  -5.285  1.973  -1.482
C  2.997  0.251  1.024
C  2.000  -0.064  2.135
C  0.825  0.826  1.757
O  0.843  0.936  0.330
C  2.083  0.419  -0.184
H  3.746  -0.524  0.878
H  3.513  1.189  1.242
H  1.711  -1.114  2.089
H  2.380  0.136  3.134
H  0.933  1.831  2.181
H  -0.134  0.418  2.077
H  1.887  -0.540  -0.669
H  2.484  1.109  -0.928
C  2.365  -2.272  -5.167
C  3.618  -2.065  -4.323
C  3.051  -1.454  -3.049
O  1.731  -1.999  -2.891
C  1.341  -2.670  -4.114
H  2.480  -3.021  -5.948
H  2.073  -1.330  -5.636
H  4.079  -3.030  -4.101
H  4.366  -1.430  -4.795
H  2.975  -0.364  -3.131
H  3.655  -1.690  -2.171
H  1.360  -3.750  -3.929
H  0.330  -2.383  -4.387
C  4.217  -4.097  5.062
C  5.087  -4.329  3.828
C  4.416  -3.425  2.803
O  3.863  -2.326  3.534
C  3.893  -2.614  4.934
H  4.710  -4.341  6.001
H  3.303  -4.690  4.992
H  6.107  -3.989  4.021
H  5.130  -5.369  3.509
H  3.600  -3.945  2.288
H  5.110  -3.044  2.054
H  4.669  -1.997  5.400
H  2.931  -2.350  5.375
C  0.652  5.434  2.489
C  -0.359  5.124  3.591
C  -1.529  6.014  3.193
O  -1.494  6.113  1.768
C  -0.255  5.598  1.276
H  1.404  4.659  2.351
H  1.166  6.373  2.708
H  -0.652  4.073  3.545
H  0.007  5.330  4.595
H  -1.425  7.020  3.615
H  -2.494  5.610  3.500
H  -0.446  4.633  0.793
H  0.149  6.283  0.531

Orbital gap (eV): 9.837
Structure (SMILES): O=C=NNC(=O)OCCC(F)(F)C(F)(F)S(F)(F)(F)(F)F.C1CCOC1.C1CCOC1.C1CCOC1.C1CCOC1

***

Below is a single C5H10O molecule, with properties calculated with ωB97M-V/def2-TZVPD.

Geometry (Å):
C  2.288  -0.537  -0.225
O  1.679  0.709  0.009
C  0.462  0.620  0.723
C  -0.748  0.717  -0.171
C  -2.066  0.205  0.333
C  -1.369  -0.499  -0.796
H  1.615  -1.243  -0.737
H  3.157  -0.358  -0.863
H  2.632  -0.996  0.717
H  0.425  -0.316  1.305
H  0.455  1.451  1.439
H  -0.780  1.628  -0.765
H  -2.960  0.782  0.115
H  -2.078  -0.289  1.302
H  -0.922  -1.469  -0.592
H  -1.791  -0.406  -1.793

Orbital gap (eV): 10.781
Energy above the lowest of the compared OMol25 structures with the same formula, charge and spin (kcal per mole): 36.8
Structure (SMILES): COCC1CC1